# 1
Computed, not measured: the molecule C5H13NO, with the ωB97M-V functional and the def2-TZVPD basis.

Last column: Mulliken charge in e.
CARTESIAN COORDINATES (ANGSTROEM)
C 0.368 0.944 0.930  -0.538
C 1.505 0.124 0.208  0.077
C 1.256 -1.428 0.739  -1.103
O 2.850 0.416 0.533  -0.559
C -0.944 0.528 0.346  -0.667
N -0.886 0.026 -1.059  -0.221
C -2.257 -0.182 -1.438  -0.899
H 0.609 2.067 0.707  0.264
H 0.568 0.740 2.037  0.226
H 1.659 -0.039 -0.879  0.344
H 0.409 -1.764 0.092  0.288
H 2.248 -2.065 1.001  0.313
H 0.910 -1.354 1.741  0.301
H 3.200 1.217 0.128  0.299
H -1.430 -0.335 0.868  0.380
H -1.825 1.343 0.490  0.340
H -0.332 0.635 -1.690  0.220
H -2.400 -0.684 -2.438  0.308
H -2.968 0.716 -1.597  0.258
H -2.539 -0.904 -0.718  0.368

Values from the calculation:
* frontier orbital gap: 0.3637 Eh
* F_max: 3.768 eV/Å
* SMILES: CNCC[C@H](C)O
* energy relative to the best compared isomer or geometry (same formula, charge and spin): 3.136 eV

***

# 2
Computed, not measured: a cluster of 3 separate species, C9H23F3NO5S in total, with the ωB97M-V functional and the def2-TZVPD basis.

Last column: Mulliken charge in e.
CARTESIAN COORDINATES (ANGSTROEM)
O -2.360 -1.787 -0.228  -0.516
S -2.368 -1.020 -1.421  1.041
O -3.543 -0.975 -2.216  -0.534
N -1.132 -1.698 -2.528  -0.329
C 0.330 -1.587 -2.123  -0.728
C 0.721 -2.576 -1.020  -0.680
C 0.926 -1.937 0.366  -0.359
C 0.881 -2.954 1.502  -0.562
O -0.420 -2.986 2.102  -0.543
C -1.883 0.766 -1.072  0.700
F -1.997 1.442 -2.177  -0.200
F -2.781 1.120 -0.206  -0.176
F -0.687 0.874 -0.560  -0.124
H -1.365 -2.698 -2.589  0.422
H -1.279 -1.308 -3.466  0.444
H 0.893 -1.814 -3.029  0.402
H 0.577 -0.559 -1.867  0.321
H 1.675 -3.009 -1.326  0.450
H 0.030 -3.426 -0.969  0.390
H 0.160 -1.182 0.542  0.166
H 1.882 -1.409 0.349  0.412
H 1.547 -2.625 2.298  0.317
H 1.156 -3.956 1.162  0.339
H -1.079 -2.792 1.428  0.360
C 0.943 -0.552 5.831  -1.064
C 1.156 0.499 4.760  -0.274
O 1.020 -0.048 3.444  -0.448
H 1.654 -1.370 5.709  0.265
H 1.069 -0.126 6.827  0.363
H -0.062 -0.976 5.764  0.336
H 2.163 0.908 4.815  0.277
H 0.446 1.322 4.886  0.279
H 0.128 -0.404 3.366  0.255
C 0.135 3.972 -2.300  -0.753
C 0.454 4.813 -3.523  -0.357
O 0.206 4.100 -4.732  -0.509
H 0.731 3.056 -2.312  0.205
H 0.347 4.515 -1.379  0.370
H -0.919 3.689 -2.298  0.175
H 1.508 5.082 -3.535  0.306
H -0.133 5.736 -3.517  0.272
H -0.730 3.878 -4.759  0.290

Values from the calculation:
* charge: +1
* frontier orbital gap: 0.3070 Eh
* F_max: 2.327 eV/Å

***

# 3
Computed, not measured: the molecule C4H6O2S2, with the ωB97M-V functional and the def2-TZVPD basis.

Last column: Mulliken charge in e.
CARTESIAN COORDINATES (ANGSTROEM)
C -2.201 -0.636 -0.297  0.077
C -1.444 0.032 0.872  -0.369
C 0.391 0.842 -0.316  -0.553
C 2.801 -0.483 -0.182  -0.118
H -1.559 -1.065 -1.145  0.283
H -1.760 1.058 1.105  0.346
H -1.599 -0.626 1.762  0.271
H -0.032 1.836 -0.295  0.394
H 0.172 0.404 -1.312  0.362
H 2.080 -1.256 -0.459  0.261
O -3.361 -0.493 -0.422  -0.422
O -0.024 0.022 0.708  -0.285
S 2.168 1.084 -0.104  -0.015
S 4.368 -0.718 0.085  -0.234

Values from the calculation:
* frontier orbital gap: 0.3162 Eh
* F_max: 2.958 eV/Å
* SMILES: O=CCOCSC=S
* energy relative to the best compared isomer or geometry (same formula, charge and spin): 2.700 eV

***

What are the HOMO level values for these records? In order: -9.01; -12.43; -8.84 eV.